Record 1
A molecular structure, C31H20F5IN9OPt in a non-equilibrium geometry. Source: OMol25; level of theory: the ωB97M-V functional and the def2-TZVPD basis.

CARTESIAN COORDINATES (ANGSTROEM)
Pt 0.182 0.357 0.276
C 5.006 2.263 -2.493
N 4.068 1.823 -1.478
C 3.062 0.945 -1.562
N 2.433 0.886 -0.400
C 3.114 1.761 0.384
N 4.101 2.332 -0.248
C 4.398 1.989 -3.838
C 4.889 0.985 -4.662
C 4.158 0.561 -5.761
C 2.915 1.111 -6.025
C 2.444 2.153 -5.230
C 3.205 2.616 -4.160
C 1.092 2.670 -5.316
N 0.690 3.835 -4.902
N -0.633 3.820 -4.872
C -1.023 2.646 -5.267
O 0.036 1.870 -5.600
C -2.357 2.088 -5.137
C -2.884 1.144 -6.013
C -4.096 0.546 -5.719
C -4.751 0.830 -4.531
C -4.215 1.751 -3.639
C -4.803 1.946 -2.266
N -3.857 1.524 -1.251
C -2.743 0.794 -1.369
N -2.185 0.652 -0.176
C -3.011 1.332 0.653
N -4.027 1.862 0.027
C -3.040 2.414 -3.967
H 5.955 1.735 -2.361
H 5.175 3.328 -2.322
H 2.810 0.382 -2.437
H 2.879 1.962 1.410
H 5.838 0.527 -4.431
H 4.536 -0.243 -6.376
H 2.313 0.735 -6.839
H 2.821 3.426 -3.558
H -2.353 0.888 -6.916
H -4.516 -0.178 -6.398
H -5.689 0.348 -4.298
H -5.727 1.370 -2.143
H -5.037 2.998 -2.075
H -2.357 0.397 -2.287
H -2.847 1.430 1.704
H -2.618 3.157 -3.307
F 0.168 2.376 -2.198
C 0.094 3.117 -1.059
C 0.088 2.444 0.154
C 0.014 3.222 1.302
F 0.010 2.576 2.484
C -0.034 4.612 1.267
F -0.091 5.331 2.387
C -0.041 5.248 0.025
F -0.097 6.576 -0.043
C 0.033 4.502 -1.152
F 0.038 5.120 -2.332
I 1.706 -1.275 2.198
C 0.504 -2.498 0.945
C 0.699 -3.859 0.820
C -0.224 -4.572 0.067
C -1.307 -3.901 -0.482
C -1.377 -2.526 -0.344
N -0.466 -1.827 0.331
H 1.533 -4.339 1.304
H -0.106 -5.637 -0.060
H -2.082 -4.434 -1.009
H -2.193 -1.961 -0.770

* net charge: +1
* LUMO energy: -3.73 eV
* HOMO-LUMO gap: 7.4 eV


Record 2
A molecular structure, C4H9O3PS2Zn in a non-equilibrium geometry. Source: OMol25; level of theory: the ωB97M-V functional and the def2-TZVPD basis.

CARTESIAN COORDINATES (ANGSTROEM)
C -1.890 -2.147 1.545
C -0.716 -2.792 0.821
S -0.628 -2.347 -0.925
C 0.090 -0.727 -0.720
O 0.145 -0.103 -2.018
C 0.306 1.187 -2.026
O -0.391 2.002 -2.497
O 1.563 1.628 -1.431
P 1.452 2.400 -0.079
S 2.859 3.829 0.070
H -1.812 -2.370 2.602
H -1.861 -1.068 1.422
H -2.836 -2.475 1.133
H -0.705 -3.870 0.902
H 0.200 -2.420 1.276
H 1.093 -0.809 -0.292
H -0.515 -0.122 -0.040
H 0.155 2.907 -0.017
H 1.583 1.470 0.952
Zn 1.908 5.826 -0.676

* net charge: +2
* LUMO energy: -12.68 eV
* HOMO-LUMO gap: 1.4 eV


Record 3
A molecular structure, C20H22MoN5OS3Se2 in a non-equilibrium geometry. Source: OMol25; level of theory: the ωB97M-V functional and the def2-TZVPD basis.

CARTESIAN COORDINATES (ANGSTROEM)
Mo 0.159 0.393 -0.590
C 3.263 0.955 -2.170
C 3.707 1.262 -0.756
S 2.516 0.574 0.424
C 2.292 1.917 1.619
C 1.673 3.171 1.026
S 0.138 2.813 0.116
C 0.385 3.720 -1.430
C 1.566 3.226 -2.242
S 1.539 1.417 -2.478
H 3.322 -0.111 -2.399
H 3.879 1.470 -2.910
H 3.815 2.331 -0.582
H 4.675 0.806 -0.547
H 3.265 2.127 2.066
H 1.676 1.496 2.414
H 2.360 3.687 0.357
H 1.429 3.876 1.821
H 0.490 4.784 -1.204
H -0.557 3.612 -1.970
H 2.513 3.492 -1.777
H 1.560 3.676 -3.235
Se -1.837 -2.001 -2.866
Se -1.384 0.296 -2.808
C -2.652 0.706 -1.443
C -3.997 0.947 -1.564
C -4.698 1.207 -0.388
C -4.022 1.222 0.822
C -2.661 0.975 0.845
N -1.982 0.712 -0.283
C -0.366 -2.612 -1.811
C -0.180 -3.983 -1.944
C 0.775 -4.611 -1.171
C 1.533 -3.838 -0.303
C 1.306 -2.484 -0.257
N 0.366 -1.836 -0.993
H -4.486 0.936 -2.528
H -5.762 1.403 -0.428
H -4.535 1.435 1.749
H -2.094 1.004 1.763
H -0.774 -4.546 -2.653
H 0.930 -5.679 -1.250
H 2.299 -4.273 0.324
H 1.897 -1.869 0.403
N -2.421 -3.672 3.377
C -1.883 -2.797 2.533
O -2.067 -2.691 1.333
C -0.861 -1.836 3.121
C -0.358 -0.974 2.163
N 0.030 -0.273 1.323
C -0.415 -1.764 4.447
N -0.094 -1.755 5.558
H -3.094 -4.335 3.019
H -2.180 -3.708 4.355

* net charge: +3
* spin multiplicity: 3
* LUMO energy (alpha / beta): -9.87 / -11.45 eV
* HOMO-LUMO gap (alpha / beta): 7.3 / 5.7 eV


Record 4
C6H12S in the gas phase in a non-equilibrium geometry. Source: OMol25; level of theory: the ωB97M-V functional and the def2-TZVPD basis.

CARTESIAN COORDINATES (ANGSTROEM)
C 2.137 -1.269 -0.497
C 1.395 -0.684 0.707
C 0.667 0.501 0.173
C -0.620 0.673 0.082
C -1.073 2.036 -0.339
C -1.715 -0.262 0.577
S -1.825 -1.906 -0.128
H 2.778 -0.461 -0.921
H 2.716 -2.150 -0.247
H 1.445 -1.512 -1.288
H 0.720 -1.411 1.161
H 2.056 -0.315 1.518
H 1.324 1.290 -0.119
H -0.478 2.885 -0.018
H -2.103 2.214 -0.078
H -1.073 2.155 -1.449
H -1.443 -0.484 1.616
H -2.670 0.250 0.643
H -2.239 -1.550 -1.394

* SMILES: CC/C=C(/C)CS
* LUMO energy: 0.89 eV
* HOMO-LUMO gap: 9.7 eV


Record 5
2 unconnected molecules or ions with the total composition CH2O2S in a non-equilibrium geometry. Source: OMol25; level of theory: the ωB97M-V functional and the def2-TZVPD basis.

CARTESIAN COORDINATES (ANGSTROEM)
C -0.454 0.151 -0.481
O -2.817 1.168 -0.095
O -2.599 -1.295 -0.034
S -2.054 -0.029 0.136
H 0.693 -0.457 0.463
H -0.249 1.296 -0.621

* LUMO energy (alpha / beta): -1.82 / -1.82 eV
* HOMO-LUMO gap (alpha / beta): 8.3 / 8.3 eV


Record 6
2 unconnected molecules or ions with the total composition C3H9N2O3 in a non-equilibrium geometry. Source: OMol25; level of theory: the ωB97M-V functional and the def2-TZVPD basis.

CARTESIAN COORDINATES (ANGSTROEM)
O 1.751 0.973 -1.466
C 1.213 0.277 -0.590
N 1.634 -0.879 -0.065
C 0.155 -0.847 -1.490
O -0.860 -1.409 -0.829
C 0.229 1.158 0.315
N 0.399 0.981 1.728
H 0.857 -1.388 0.356
H -0.217 -0.123 -2.214
H 0.721 -1.591 -2.041
H 0.578 2.145 -0.002
H -0.806 1.124 -0.024
H 1.132 0.324 1.947
H -0.413 0.636 2.231
H -2.803 0.205 0.918
H -1.378 -1.104 0.023
O -2.192 -0.483 1.204

* net charge: -1
* LUMO energy: 2.99 eV
* HOMO-LUMO gap: 7.4 eV


| no. | E (Ha) |
| --- | --- |
| 1 | -2677.43098 |
| 2 | -3299.83471 |
| 3 | -7189.03661 |
| 4 | -633.96099 |
| 5 | -587.77753 |
| 6 | -454.82485 |